[1]
Here is a structure of composition C24H68BO32 at a distorted geometry from the Open Molecules 2025 dataset. Energies are from ωB97M-V with the def2-TZVPD basis set.

Properties
**HOMO-LUMO gap**: 6.53 eV
**Total charge**: -1
**Energy relative to the best compared isomer or geometry (same formula, charge and spin)**: 34.6338 eV
**M**: 879.59 g mol⁻¹
**Strongest force on any atom**: 18.17 eV/A

Last column: Mulliken charge in e.
Atoms and positions in Å:
O 1.933 0.767 -3.268  -0.910
O -0.090 1.742 -2.896  -0.590
O -4.342 0.303 0.814  -0.854
O -3.637 1.824 2.946  -0.642
O -3.133 -1.976 2.427  -0.519
O -3.135 0.302 4.046  -0.890
O -0.700 -0.638 -0.307  0.746
O -0.850 -4.758 -1.542  -1.009
O -5.330 -1.792 -3.285  -0.614
O -2.707 4.567 1.204  -0.350
O 0.002 -0.960 1.880  0.241
O 2.116 2.631 0.536  -0.702
O -0.852 -2.833 -0.942  -0.355
O 5.258 0.505 2.875  -0.509
O -0.840 4.693 -2.213  -0.543
O 1.192 0.612 0.560  -0.367
O -0.371 1.596 4.384  -0.699
O -0.255 -3.247 1.959  -0.850
O -0.262 -5.777 -4.097  -0.591
O -0.996 1.228 1.249  0.078
O 3.116 2.562 3.085  -0.536
O 2.532 2.635 -3.003  -0.449
O 5.293 1.875 -1.629  -0.658
O 1.515 -1.859 -3.580  -0.561
O -0.512 3.480 1.122  -0.310
O 0.374 -2.665 4.089  -0.639
O -1.697 -1.863 -2.317  -0.853
O 1.839 -3.659 1.939  -0.719
O 3.658 -3.493 0.457  -0.678
O -0.774 5.272 0.536  -0.921
O 1.220 4.449 -0.163  -0.342
O 1.131 -4.974 -0.377  -0.795
C 5.209 1.756 2.135  -0.716
C -3.118 -0.420 0.614  0.717
C -3.890 -1.578 -3.450  -0.943
C 3.823 2.294 1.881  0.603
C -0.253 -2.183 1.343  -0.346
C 3.111 -3.802 -0.784  -0.971
C 2.964 2.815 -1.671  -0.518
C -0.598 2.277 -1.701  1.104
C -3.113 -2.163 -2.203  -0.320
C 0.130 -4.504 -3.652  -0.774
C -0.252 2.318 1.061  0.388
C -1.876 -0.203 3.635  0.047
C -3.293 -1.891 1.021  -0.636
C -0.680 0.286 4.461  -1.085
C 1.566 -3.676 -0.721  2.393
C 0.797 -1.256 -2.508  1.116
C 3.969 1.700 -1.089  1.323
C 1.154 1.853 0.620  0.997
C -2.924 4.278 2.622  -1.177
C -0.621 -1.967 -0.121  -0.522
C 1.521 0.068 -2.114  0.322
C -2.602 2.746 3.011  -0.248
C -0.881 -3.887 -2.638  -0.289
C -1.513 3.522 -1.875  -0.841
B -0.137 0.066 0.820  1.771
H -0.660 1.049 -3.239  0.394
H 2.394 -0.149 -1.499  0.147
H 2.071 3.440 -3.248  0.555
H -0.588 -2.870 -2.376  0.633
H -4.276 -2.337 0.872  0.740
H -1.744 0.012 2.575  -0.309
H 3.504 3.752 -1.537  0.237
H 2.073 3.088 -1.106  0.999
H 1.163 -2.949 -0.015  0.855
H 2.371 1.588 -3.031  0.660
H 3.391 -4.827 -1.023  0.385
H -1.830 2.418 2.315  -0.871
H -0.869 0.038 5.506  0.588
H 3.620 -3.202 -1.538  0.303
H -5.768 -1.096 -2.791  0.309
H -2.666 -2.539 0.407  -0.317
H 4.029 3.180 1.280  0.096
H 0.148 2.440 -0.923  0.903
H 2.072 4.643 0.229  0.490
H 5.661 1.482 1.181  0.459
H 4.081 1.849 -0.015  -0.752
H 0.265 -5.102 -0.772  0.622
H -3.912 4.591 2.957  0.449
H 0.715 -1.973 -1.691  -1.401
H 3.294 1.557 1.277  -0.380
H 1.094 -3.526 -1.692  -1.259
H 0.188 -3.909 -4.563  0.420
H -1.117 1.495 -1.146  -0.598
H 5.351 1.438 -2.482  0.405
H -0.193 -1.000 -2.887  -0.197
H -1.267 -2.192 -1.524  0.475
H -2.320 0.108 1.135  -0.186
H 1.049 -3.140 1.792  -0.086
H 0.805 0.680 -1.566  -0.523
H 0.458 -6.122 -4.630  0.366
H 0.251 -0.251 4.278  0.247
H 1.125 -4.621 -3.222  0.251
H -3.673 -2.177 -4.334  0.325
H -0.951 -5.630 -1.931  0.715
H -1.399 5.217 -2.792  0.404
H -3.301 1.146 3.621  0.761
H -2.105 3.644 -0.968  -0.066
H 0.172 -3.216 3.333  0.336
H 0.069 4.945 0.223  0.357
H -2.244 3.477 -2.682  0.662
H -1.864 -3.904 -3.109  0.640
H 2.059 -1.159 -3.949  0.568
H 1.117 3.504 -0.055  -2.220
H -2.112 2.671 3.982  0.649
H -3.787 -0.497 -3.537  0.234
H -4.021 -1.879 2.778  0.403
H -2.047 -1.279 3.662  1.102
H 5.930 2.514 2.440  0.478
H 1.527 -4.563 1.987  0.313
H 3.542 0.730 -1.346  -0.272
H -0.135 1.739 3.464  0.283
H 3.070 -3.814 1.145  0.523
H -4.088 1.221 0.689  0.515
H -1.028 4.660 1.227  0.530
H -2.280 4.956 3.182  0.393
H -3.132 5.420 1.094  0.283
H 1.172 -3.045 4.456  0.250
H -3.527 -1.838 -1.249  -0.072
H -2.924 -0.238 -0.443  0.215
H -4.044 1.816 2.076  0.316
H 3.775 2.480 3.778  0.429
H 6.198 0.314 2.923  0.304
H -3.122 -3.252 -2.146  0.527



[2]
Here is a structure of composition C24H68O11Zr at a distorted geometry from the Open Molecules 2025 dataset. Energies are from ωB97M-V with the def2-TZVPD basis set.

Properties
**HOMO-LUMO gap**: 3.33 eV
**Total charge**: +2
**Energy relative to the best compared isomer or geometry (same formula, charge and spin)**: 2.1894 eV
**M**: 624.02 g mol⁻¹
**Strongest force on any atom**: 10.13 eV/A

Last column: Mulliken charge in e.
Atoms and positions in Å:
Zr 0.104 0.842 -4.012  1.730
O -4.216 -3.368 2.403  -0.559
O 0.557 -1.110 -4.722  -0.585
O -0.004 0.451 -1.920  0.069
O 0.560 -1.250 5.684  -0.563
O 4.243 1.911 3.807  -0.627
O -3.093 4.315 1.183  -0.595
O 5.591 3.321 1.780  -0.561
O 0.628 -4.808 2.429  -0.542
O -2.019 0.181 -4.064  -0.208
O -4.114 1.847 -3.775  -0.496
O -0.334 4.670 1.901  -0.646
C 1.932 -2.246 3.993  -0.791
C 0.372 -4.392 1.103  0.516
C 0.749 3.840 1.479  -0.089
C -3.202 -3.480 0.187  -0.785
C -3.753 1.610 -1.372  0.543
C 1.561 -4.748 0.241  -1.028
C -3.721 -2.601 1.319  -0.050
C 0.879 3.854 -0.029  -0.433
C 5.476 4.387 -0.361  -1.337
C 4.739 3.524 0.667  0.474
C 0.595 -1.598 4.312  0.063
C 1.839 -2.762 -3.482  -1.058
C -2.756 -2.027 -3.207  -0.665
C 3.458 1.010 2.998  0.659
C 4.485 -0.006 2.509  -1.162
C -2.745 -1.069 -4.362  -0.492
C -4.836 2.931 2.028  -1.289
C 1.600 0.016 -0.141  -0.874
C 1.200 -2.375 -4.809  0.701
C -0.882 0.178 0.356  -0.071
C 2.153 -2.371 -5.988  -1.518
C 0.181 -0.189 -0.663  1.330
C -3.356 3.239 2.060  0.354
C -4.562 2.263 -2.475  -0.521
H 1.622 -4.176 -0.686  0.008
H 2.731 -2.173 -3.250  0.361
H 5.715 5.375 0.026  0.366
H -2.729 2.364 1.848  -0.165
H 1.593 -5.815 0.022  0.402
H 0.679 4.813 -0.500  0.510
H -5.431 3.816 2.247  0.337
H 2.819 -1.790 4.427  0.335
H -5.172 2.144 2.703  0.347
H -1.770 -2.268 -2.807  -0.014
H -3.768 -0.798 -4.623  0.373
H 2.730 0.570 3.677  0.163
H -0.800 1.199 0.733  -0.554
H -0.528 4.433 2.816  0.334
H -0.171 -4.733 2.958  0.315
H 4.467 2.559 0.237  0.122
H 5.030 -0.502 3.316  0.388
H 1.914 -3.218 4.492  0.374
H 3.811 4.023 0.972  -0.085
H -4.161 2.004 -0.442  -0.587
H -3.359 -1.652 -2.379  0.232
H -1.864 -0.011 -0.081  0.048
H -2.928 -1.974 1.726  0.065
H -2.423 -3.059 -0.454  -0.071
H -0.578 -4.861 0.819  0.217
H -5.615 1.979 -2.361  0.345
H 5.292 0.353 1.869  0.371
H 0.096 -1.281 -0.743  -0.386
H 1.956 -2.393 2.913  0.012
H 0.639 2.823 1.868  0.103
H 2.309 -0.400 -0.859  0.409
H 2.517 -3.363 -6.267  0.409
H -0.315 -0.899 5.883  0.308
H -2.749 -4.397 0.574  0.426
H -5.125 2.591 1.028  0.230
H 1.859 3.485 -0.339  0.138
H -4.586 3.351 -2.360  0.412
H 5.943 4.158 2.103  0.295
H -0.242 -2.224 3.976  0.352
H 0.422 -3.125 -4.993  0.194
H -2.681 1.817 -1.414  0.006
H 1.804 1.041 0.165  -0.051
H 3.108 -1.900 -5.729  0.366
H -4.000 -3.875 -0.447  0.418
H 0.173 3.107 -0.420  -0.326
H 4.833 2.316 3.148  0.448
H -2.153 4.551 1.171  0.367
H -4.526 -1.949 0.963  0.270
H 0.473 -0.675 3.715  -0.071
H 0.194 -3.300 1.076  -0.191
H 2.250 -3.770 -3.564  0.490
H -3.118 3.592 3.074  0.467
H 4.963 4.421 -1.323  0.337
H -3.234 -2.945 -3.553  0.455
H -3.901 0.528 -1.384  0.037
H 3.011 1.559 2.160  -0.424
H 6.435 3.887 -0.517  0.362
H -2.306 -1.510 -5.256  0.360
H 1.105 -2.721 -2.680  -0.045
H -2.781 0.804 -3.855  0.317
H -4.709 2.244 -4.423  0.281
H 1.714 -0.598 0.756  -0.084
H 2.468 -4.530 0.810  0.348
H 1.663 4.245 1.927  0.392
H -4.854 -4.005 2.062  0.323
H -0.771 -0.472 1.224  0.207
H 4.006 -0.874 2.030  0.211
H 1.702 -1.909 -6.863  0.391